# 1
16
Properties=species:S:1:pos:R:3:forces:R:3 method="wB97M-V/def2-TZVPD" e_lumo_ev=-8.465 charge=+2 homo_ev=-19.5 e_tot_ha=-542.2102
O 0.000 3.361 -1.194 0.0 -4.1 1.2
C 0.001 2.266 -0.849 0.0 5.5 -1.8
Sr -0.007 -0.013 0.304 0.0 0.1 -1.1
C 1.958 -1.131 -0.847 5.1 -3.0 -2.0
C -1.960 -1.130 -0.846 -5.3 -3.1 -2.1
O 2.908 -1.681 -1.192 -3.9 2.2 1.3
O -2.910 -1.679 -1.196 3.9 2.3 1.3
C 0.543 0.357 5.567 0.2 0.2 0.1
C -0.579 -0.380 4.855 -1.0 -0.6 -0.3
C -0.344 -0.226 3.489 1.8 1.2 -1.6
N 0.140 0.093 2.489 -0.6 -0.4 2.0
H 1.517 -0.072 5.310 -0.2 0.1 0.2
H 0.335 0.220 6.609 0.3 0.2 0.7
H 0.537 1.420 5.310 0.0 -0.2 0.2
H -0.566 -1.472 4.945 -0.4 0.0 0.9
H -1.575 0.066 4.945 -0.1 -0.4 0.9

***

# 2
9
Properties=species:S:1:pos:R:3:forces:R:3 method="wB97M-V/def2-TZVPD" e_lumo_ev=0.909 homo_ev=-10.0 relative_energy_ev=1.377 e_tot_ha=-514.9164
F 1.302 2.149 -0.761 0.1 0.6 0.5
C 1.087 0.878 -0.401 -4.5 0.9 0.8
C -0.139 0.539 0.133 3.9 -3.7 -1.0
F -1.001 1.374 0.560 -1.6 1.9 0.6
C -0.639 -0.974 0.289 -1.9 1.6 -1.6
F -1.161 -1.232 1.523 0.6 0.3 -0.2
F 0.318 -1.864 0.011 0.5 0.0 0.1
H 1.755 0.276 -0.894 1.4 -2.0 -0.5
H -1.522 -1.147 -0.459 1.5 0.4 1.2

***

# 3
54
Properties=species:S:1:pos:R:3:forces:R:3 method="wB97M-V/def2-TZVPD" e_lumo_ev=-2.682 charge=+1 homo_ev=-9.9 e_tot_ha=-2296.0818
Sn 0.231 0.046 -0.087 -0.2 0.6 -0.2
C -3.006 0.555 3.775 0.3 0.7 0.4
N -3.100 -0.622 2.958 0.2 -0.5 -0.7
C -4.227 -1.355 2.711 -0.4 -0.5 -0.2
C -3.894 -2.359 1.872 -0.4 0.2 0.2
N -2.547 -2.233 1.593 -0.5 0.8 0.5
C -2.070 -1.151 2.270 0.3 -0.1 0.2
S -0.485 -0.613 2.435 0.7 0.3 0.3
C -1.803 -3.153 0.846 0.7 -1.0 -0.6
C -2.132 -4.506 0.886 0.0 0.2 0.1
C -1.366 -5.387 0.146 0.1 0.2 -0.1
C -0.302 -4.895 -0.598 -0.1 -0.1 0.1
C -0.048 -3.535 -0.554 0.1 -0.1 -0.1
N -0.787 -2.685 0.142 -0.6 0.1 0.3
H -3.979 0.798 4.192 -0.1 -0.1 -0.1
H -2.650 1.388 3.167 0.0 0.0 0.0
H -2.297 0.393 4.588 0.0 0.0 -0.1
H -5.172 -1.103 3.141 -0.2 0.0 0.1
H -4.495 -3.125 1.434 -0.1 -0.1 -0.1
H -2.939 -4.856 1.507 -0.1 -0.1 0.1
H -1.589 -6.444 0.168 0.0 0.0 0.0
H 0.313 -5.549 -1.195 0.1 -0.1 0.0
H 0.785 -3.084 -1.087 -0.1 -0.1 -0.1
I -1.602 -0.519 -3.056 0.1 0.1 -0.3
C -0.287 0.800 -4.108 0.0 -0.1 0.1
I 1.426 1.510 -3.032 -0.2 0.0 -0.3
H -0.872 1.658 -4.422 0.1 0.0 0.1
H 0.077 0.247 -4.966 0.0 0.0 0.1
C 4.680 -2.268 2.091 0.0 -0.1 0.1
C 4.052 -0.987 1.693 0.1 0.2 0.0
C 4.482 0.325 1.717 0.0 -0.2 0.0
C 3.421 1.091 1.217 0.1 -0.4 0.1
N 2.408 0.290 0.906 -0.5 0.5 0.0
N 2.810 -0.959 1.192 0.1 -0.2 0.1
C 3.362 2.555 1.016 -0.1 0.0 -0.1
H 5.678 -2.106 2.484 0.0 0.0 0.0
H 4.742 -2.941 1.235 0.1 -0.1 0.0
H 4.075 -2.746 2.861 0.1 -0.1 0.1
H 5.432 0.683 2.058 0.2 0.1 0.1
H 2.180 -1.743 1.083 0.0 0.2 0.0
H 4.103 3.048 1.637 0.0 0.1 0.0
H 2.366 2.913 1.264 0.0 0.2 0.0
H 3.574 2.792 -0.025 0.0 0.1 -0.1
C -2.938 3.972 -0.126 -0.1 0.1 0.0
C -3.339 2.653 0.000 -0.2 0.0 0.0
C -2.384 1.660 0.105 0.5 -0.3 0.0
C -1.011 1.939 0.084 0.2 -0.3 0.0
C -0.637 3.280 -0.024 0.1 -0.4 0.0
C -1.589 4.284 -0.127 0.0 0.1 0.0
H -3.675 4.754 -0.236 -0.1 0.1 0.0
H -4.390 2.394 0.004 0.0 0.0 0.0
H -2.716 0.625 0.182 -0.1 0.0 0.0
H 0.411 3.550 -0.046 0.0 0.1 0.0
H -1.274 5.314 -0.219 0.0 0.0 0.0

***

# 4
18
Properties=species:S:1:pos:R:3:forces:R:3 method="wB97M-V/def2-TZVPD" e_lumo_ev=-3.076 charge=+1 homo_ev=-13.9 relative_energy_ev=1.393 e_tot_ha=-231.3452
C -0.028 -2.601 0.123 -1.3 -1.6 -0.2
N 1.005 -1.638 0.482 -0.7 0.5 -0.2
H -0.224 -2.773 -0.937 0.4 0.7 -0.2
H -0.995 -2.339 0.564 0.2 0.5 -0.1
H 0.068 -3.639 0.482 0.7 0.4 0.2
H 0.929 -1.561 1.487 0.6 0.1 0.1
H 1.936 -1.933 0.217 0.0 -0.2 0.2
H 0.487 0.151 -0.160 -0.6 -0.7 0.4
C -0.142 1.850 0.998 2.0 1.0 -0.9
N 0.227 1.152 -0.288 -0.1 0.9 -0.2
C -0.846 1.361 -1.343 1.5 -0.6 0.1
H -1.212 1.991 1.018 -0.1 -0.6 0.8
H 0.306 2.853 0.950 -0.4 0.0 -0.4
H 0.492 1.434 1.777 -1.1 -0.6 0.5
H 1.129 1.502 -0.619 -0.2 0.5 -0.1
H -1.127 2.405 -1.424 -0.1 0.1 0.4
H -0.349 1.083 -2.267 -0.5 -0.3 -0.3
H -1.656 0.701 -1.061 -0.3 0.1 -0.3

***

# 5
98
Properties=species:S:1:pos:R:3:forces:R:3 method="wB97M-V/def2-TZVPD" e_lumo_ev=1.037 charge=-1 homo_ev=-2.3 e_tot_ha=-109393.5075
C -4.592 1.961 1.248 -0.7 0.1 -0.1
C -4.516 0.530 0.745 0.5 0.3 -0.7
C -4.776 0.532 -0.777 1.7 3.4 -0.2
C -3.216 -0.230 1.158 0.2 0.9 0.0
N -2.018 0.537 1.231 0.0 -0.4 -0.2
C -1.378 0.631 -0.054 0.6 0.0 0.8
C -0.924 2.074 -0.211 -0.7 0.0 -0.1
O -0.779 2.515 -1.589 0.4 -0.3 0.2
C -1.079 3.870 -1.637 0.4 -0.2 0.4
C -0.619 4.488 -2.955 -1.9 -0.7 2.1
F -1.685 4.731 -3.708 -1.3 0.2 -1.4
F 0.170 3.705 -3.602 1.7 -1.0 -1.4
F -0.067 5.663 -2.773 1.3 1.6 0.2
H -4.694 2.053 2.325 0.2 -0.2 0.3
H -5.492 2.407 0.818 -0.2 0.2 0.0
H -3.758 2.578 0.941 0.4 -0.1 0.0
H -5.367 -0.009 1.179 0.5 0.3 0.0
H -4.992 -0.498 -1.057 2.8 5.8 -2.9
H -5.697 1.089 -0.931 -0.2 0.2 -0.5
H -3.957 0.943 -1.348 0.3 0.6 -0.1
H -3.136 -1.117 0.474 -0.1 0.6 0.4
H -3.399 -0.623 2.166 -0.3 0.0 -0.2
H -2.004 0.293 -0.886 0.0 0.3 -0.4
H -0.452 0.015 -0.097 0.0 -0.2 -0.3
H -0.011 2.260 0.378 -0.2 0.0 -0.4
H -1.706 2.676 0.243 -0.2 0.1 0.1
H -0.592 4.369 -0.799 0.2 0.4 0.0
H -2.152 4.027 -1.533 -0.3 0.2 0.0
C -4.727 -2.584 -1.847 -0.2 0.0 0.2
Br -5.537 -4.304 -2.193 0.1 0.0 0.0
Br -5.570 -1.675 -0.375 -4.8 -11.0 3.8
Br -2.830 -2.732 -1.577 0.1 -0.2 -0.3
H -4.879 -1.979 -2.728 0.0 0.1 -0.2
C -8.890 -1.200 1.672 0.1 0.1 0.2
Br -9.322 -2.563 2.964 0.0 0.0 0.0
Br -10.420 -0.103 1.253 0.0 0.0 0.0
Br -7.385 -0.140 2.232 -0.7 -0.2 0.2
H -8.602 -1.705 0.762 0.0 0.0 0.0
C -2.805 -3.121 3.867 0.1 0.1 -0.2
Br -4.307 -4.248 4.322 0.0 0.0 0.0
Br -2.558 -3.004 1.963 0.0 -0.7 0.6
Br -2.950 -1.378 4.676 0.0 -0.1 0.1
H -1.923 -3.590 4.276 0.0 0.0 0.1
C 3.355 0.911 0.548 -0.1 0.0 -0.2
Br 5.110 0.432 -0.131 -0.2 0.2 0.1
Br 2.350 1.898 -0.777 0.3 -0.3 0.0
Br 2.381 -0.617 1.198 0.1 0.1 0.0
H 3.506 1.564 1.393 0.1 0.0 0.0
C 2.555 4.706 -6.357 0.0 0.0 0.0
Br 1.866 3.512 -7.704 0.1 0.1 0.1
Br 3.622 3.775 -5.055 0.0 0.0 -0.1
Br 3.506 6.191 -7.134 0.0 -0.1 -0.1
H 1.704 5.116 -5.832 0.0 0.0 0.0
C -0.671 -6.655 0.964 -0.1 0.0 0.0
Br -0.629 -7.839 2.488 0.0 0.1 0.0
Br -2.484 -6.419 0.320 0.4 0.1 0.2
Br 0.244 -5.003 1.333 0.0 -0.2 -0.1
H -0.119 -7.140 0.172 0.0 0.0 0.0
C 6.759 -2.914 2.470 -0.1 -0.1 0.0
Br 5.560 -4.397 2.747 0.1 0.1 -0.1
Br 7.153 -2.651 0.600 0.0 -0.1 0.1
Br 6.103 -1.297 3.293 0.0 -0.1 -0.1
H 7.690 -3.162 2.956 0.0 0.0 0.0
C -1.394 -6.070 -3.536 -0.3 0.1 0.1
Br -2.516 -7.576 -3.115 0.1 -0.1 -0.3
Br 0.327 -6.201 -2.697 0.2 -0.1 0.0
Br -1.275 -5.760 -5.434 0.1 -0.1 0.1
H -1.868 -5.202 -3.101 -0.1 0.1 0.0
C 2.403 10.006 -6.608 0.0 -0.1 0.1
Br 4.263 9.883 -7.109 -0.1 0.0 0.1
Br 1.990 8.903 -5.083 0.0 0.2 0.0
Br 1.863 11.835 -6.328 0.0 -0.1 0.0
H 1.826 9.629 -7.438 0.0 0.0 0.0
C 4.194 -4.227 -2.191 -0.1 0.2 0.0
Br 6.050 -4.400 -2.704 -0.1 0.0 0.0
Br 3.779 -5.371 -0.691 0.0 0.2 -0.1
Br 3.691 -2.385 -1.887 0.1 -0.5 0.0
H 3.601 -4.571 -3.025 0.0 -0.1 0.0
C 8.701 -6.450 0.024 -0.1 0.0 0.0
Br 7.440 -7.881 -0.239 0.1 0.1 0.0
Br 9.237 -6.303 1.871 0.0 0.0 -0.1
Br 10.222 -6.608 -1.149 -0.1 0.0 0.1
H 8.195 -5.530 -0.232 0.0 0.0 0.0
C 4.536 -1.916 6.742 0.0 -0.1 0.0
Br 5.273 -2.879 8.241 0.0 0.1 0.0
Br 3.463 -3.046 5.619 0.0 0.1 0.2
Br 3.566 -0.349 7.310 0.0 0.0 0.0
H 5.368 -1.574 6.145 0.0 0.0 0.0
C 4.538 1.506 10.663 0.0 0.0 0.0
Br 6.389 1.314 10.172 -0.1 0.0 0.0
Br 4.082 0.395 12.169 0.0 0.1 -0.1
Br 4.068 3.351 10.967 0.0 -0.1 0.0
H 3.951 1.162 9.825 0.0 0.0 0.0
C -4.149 7.573 -4.533 0.0 0.0 0.0
Br -3.364 8.434 -6.069 0.0 0.0 0.1
Br -4.599 8.844 -3.155 0.0 0.0 -0.1
Br -5.663 6.487 -5.022 0.1 0.1 0.0
H -3.401 6.910 -4.123 0.0 0.0 0.0

***

# 6
14
Properties=species:S:1:pos:R:3:forces:R:3 method="wB97M-V/def2-TZVPD" e_lumo_ev="0.495 / 0.588" charge=-1 homo_ev="-3.7 / -3.7" relative_energy_ev=5.861 e_tot_ha=-677.7917
O 0.114 -0.560 2.200 -0.9 -1.0 2.5
C 0.731 -0.928 3.698 -0.9 0.2 -2.1
O 1.534 -1.083 4.494 0.0 0.2 -0.4
Ag -2.248 -1.530 2.155 1.5 0.9 -0.5
O 0.799 0.674 -1.737 0.1 -0.2 2.4
C 0.007 0.976 -2.819 -0.3 0.4 -2.7
C 0.340 -0.281 -0.756 0.9 -1.2 -0.4
O 0.354 2.022 -3.411 -0.1 -0.2 0.7
O -0.837 0.138 -3.196 -0.3 -0.2 0.8
C -0.510 0.298 0.357 0.8 2.8 -1.3
H 1.266 -0.690 -0.317 -0.3 0.2 -0.1
H -0.168 -1.101 -1.281 0.0 0.3 0.1
H -0.030 1.226 0.735 0.3 -0.9 0.3
H -1.353 0.840 -0.125 -0.9 -1.2 0.6

***

# 7
27
Properties=species:S:1:pos:R:3:forces:R:3 method="wB97M-V/def2-TZVPD" e_lumo_ev="-3.453 / -11.552" charge=+1 homo_ev="-14.2 / -14.0" relative_energy_ev=4.121 s_squared=0.76 multiplicity=2 e_tot_ha=-687.4286
O 1.747 -1.200 2.919 -0.4 -1.6 -4.6
H 1.458 -1.793 2.007 1.2 2.4 3.8
H 2.390 -0.577 2.493 -0.6 -0.7 0.7
O -2.129 -1.282 -2.800 1.7 1.0 1.4
H -2.484 -2.119 -2.608 -0.6 -1.9 0.6
H -2.604 -0.953 -3.515 -1.3 0.9 -2.0
O -1.396 -3.304 -1.078 -3.3 -3.8 0.0
H -0.777 -2.661 -0.978 3.1 2.6 0.8
H -1.297 -4.041 -0.431 0.2 1.2 -0.8
O 0.553 4.572 0.495 2.0 0.8 -5.2
H 0.613 3.772 -0.145 0.0 1.0 -0.3
H 0.239 4.176 1.232 -2.1 -2.1 5.1
O -0.472 1.224 1.386 -4.1 1.5 -6.2
H -0.252 0.746 2.074 3.1 -3.4 6.5
H -1.237 0.559 1.220 1.1 2.1 -0.6
O 1.900 -1.455 -0.735 0.0 1.3 -1.8
H 1.825 -0.463 -0.983 0.1 -2.7 0.6
H 1.750 -1.881 -1.640 0.3 0.8 1.9
O 0.386 2.490 -1.679 2.9 -4.4 1.0
H 1.139 1.792 -2.141 -2.9 3.3 1.7
H 0.179 1.823 -0.908 0.1 1.7 -1.8
O -0.764 -0.390 3.750 0.6 -2.3 0.8
H 0.195 -0.449 4.016 -1.0 0.1 -0.4
H -1.049 -1.352 3.927 0.4 2.1 -0.4
O 0.224 -0.254 -2.147 3.9 1.7 -3.9
H -0.504 -0.182 -1.640 -4.3 -0.2 2.7
H 0.021 0.394 -2.871 0.1 -1.3 0.5